[1]
This record from the OMol25 dataset describes a cluster of 2 separate species, CH6NPS in total. The level of theory is wB97M-V/def2-TZVPD.

Summary:
LUMO (alpha / beta), eV: -0.63 / -0.87
HOMO level (alpha / beta), eV: -8.31 / -9.07
Multiplicity: 1
Charge: 0
Orbital gap (alpha / beta), Ha: 0.28228 / 0.30150

Last column: Löwdin charge in e.
CARTESIAN COORDINATES (ANGSTROEM)
1 C -0.59 0.32 1.39  -0.306
2 N -1.04 -1.10 -0.78  -0.302
3 P 0.07 -0.22 -0.21  0.279
4 S 0.87 1.55 -1.23  0.297
5 H -0.95 -0.46 2.04  0.029
6 H 0.42 0.79 1.80  0.068
7 H -1.49 0.98 1.11  0.076
8 H -0.90 -1.62 -1.70  0.022
9 H 2.29 -1.13 -0.05  0.017
10 H 1.30 0.89 -2.36  -0.179

---

[2]
This record from the OMol25 dataset describes a structure of composition C21H31N6RbS2Si. The level of theory is wB97M-V/def2-TZVPD.

Summary:
LUMO, eV: 3.49
HOMO level, eV: -0.53
Multiplicity: 1
Charge: -2
Orbital gap, Ha: 0.14753

Last column: Löwdin charge in e.
CARTESIAN COORDINATES (ANGSTROEM)
1 Rb -0.82 -0.76 -1.66  0.322
2 C -1.10 -1.04 2.59  -0.088
3 N -0.19 -0.15 1.90  -0.204
4 C 1.13 -0.73 1.72  -0.189
5 C 2.00 0.12 0.79  -0.178
6 N 2.57 -0.74 -0.23  -0.211
7 C 3.09 -0.02 -1.38  -0.086
8 C 3.48 -1.72 0.27  -0.311
9 C 4.67 -1.33 0.87  -0.061
10 C 5.60 -2.26 1.33  -0.141
11 C 5.31 -3.61 1.17  -0.143
12 C 4.13 -4.01 0.57  -0.154
13 C 3.17 -3.09 0.09  -0.715
14 S 1.70 -3.63 -0.65  0.398
15 C -0.25 1.19 2.35  -0.307
16 C 0.68 1.70 3.25  -0.049
17 C 0.62 3.01 3.70  -0.136
18 C -0.40 3.83 3.23  -0.147
19 C -1.33 3.33 2.33  -0.166
20 C -1.29 2.00 1.86  -0.706
21 S -2.49 1.39 0.76  0.388
22 H -0.76 -1.26 3.62  0.084
23 H -1.18 -1.98 2.05  0.089
24 H -2.09 -0.58 2.63  0.050
25 H 0.98 -1.70 1.25  0.076
26 H 1.65 -0.92 2.68  0.117
27 H 2.75 0.69 1.37  0.111
28 H 1.37 0.85 0.28  0.117
29 H 3.95 0.63 -1.14  0.079
30 H 2.31 0.60 -1.82  0.045
31 H 3.42 -0.75 -2.12  0.092
32 H 4.88 -0.27 0.97  0.101
33 H 6.53 -1.93 1.78  0.074
34 H 6.01 -4.36 1.53  0.081
35 H 3.90 -5.06 0.45  0.075
36 H 1.48 1.05 3.61  0.100
37 H 1.35 3.38 4.41  0.078
38 H -0.47 4.86 3.57  0.079
39 H -2.12 3.97 1.96  0.070
40 N -1.39 4.65 -1.98  0.197
41 C -0.32 5.04 -2.68  -0.524
42 N -0.11 6.39 -2.82  0.131
43 N 0.52 4.26 -3.27  0.094
44 C 0.45 2.94 -3.23  -0.349
45 N 0.49 1.79 -3.36  0.119
46 H -1.94 5.36 -1.52  0.104
47 H -1.43 3.77 -1.47  0.102
48 H -0.92 6.99 -2.71  0.089
49 H 0.49 6.63 -3.58  0.094
50 C -4.15 -3.00 -0.32  -0.324
51 Si -3.86 -2.33 -2.11  0.379
52 C -3.90 -4.01 -3.08  -0.341
53 C -5.69 -1.77 -2.48  -0.339
54 H -5.03 -3.66 -0.26  -0.002
55 H -4.30 -2.17 0.38  -0.004
56 H -3.28 -3.56 0.04  -0.004
57 H -4.73 -4.66 -2.76  -0.005
58 H -2.96 -4.57 -2.91  -0.010
59 H -3.99 -3.85 -4.16  -0.015
60 H -6.41 -2.56 -2.22  -0.005
61 H -5.83 -1.51 -3.53  -0.016
62 H -5.95 -0.88 -1.89  -0.010

---

[3]
This record from the OMol25 dataset describes a cluster of 4 separate species, C4H16NO3 in total. The level of theory is wB97M-V/def2-TZVPD.

Summary:
LUMO (alpha / beta), eV: -6.58 / -14.97
HOMO level (alpha / beta), eV: -17.73 / -16.77
Expectation value of S²: 0.7563
Multiplicity: 2
Charge: +2
Orbital gap (alpha / beta), Ha: 0.40949 / 0.06632

Last column: Löwdin charge in e.
CARTESIAN COORDINATES (ANGSTROEM)
1 C -3.19 -0.15 -0.39  -0.116
2 C -1.82 0.34 -0.87  -0.198
3 C -0.85 0.30 0.47  -0.107
4 C 1.43 1.25 0.70  0.126
5 N 0.31 1.18 0.11  -0.015
6 H -3.29 -1.17 0.15  0.125
7 H -3.92 -0.18 -1.12  0.051
8 H -3.56 0.60 0.25  0.065
9 H -2.04 1.33 -1.20  0.082
10 H -1.19 -0.18 -1.76  0.152
11 H -0.38 -0.62 0.83  0.119
12 H -1.29 0.86 1.42  0.172
13 H 1.61 0.79 1.71  0.092
14 H 2.25 1.94 0.47  0.137
15 H 0.20 1.57 -0.96  0.236
16 H 1.01 1.31 3.91  0.053
17 H 2.44 1.37 4.09  0.023
18 O 1.81 1.45 3.45  0.004
19 H 2.23 -5.51 1.24  0.178
20 H 3.35 -4.83 0.60  0.148
21 O 2.52 -4.56 1.04  0.321
22 H 1.48 1.41 -4.75  0.052
23 H 0.14 0.52 -5.00  0.122
24 O 0.76 0.98 -4.39  0.178

---

[4]
This record from the OMol25 dataset describes an isolated molecule of C7H10N2. The level of theory is wB97M-V/def2-TZVPD.

Summary:
LUMO, eV: 0.92
HOMO level, eV: -7.78
Multiplicity: 1
SMILES: C1=C[C@H]2[C@@H]3CN2C[C@H]1N3
Charge: 0
Orbital gap, Ha: 0.31965

Last column: Löwdin charge in e.
CARTESIAN COORDINATES (ANGSTROEM)
1 C -0.06 1.23 -0.73  -0.208
2 C 0.73 0.96 0.38  -0.306
3 C -0.77 -0.90 0.73  -0.278
4 C -1.82 -0.17 -0.36  -0.008
5 C 0.10 -1.06 -0.42  -0.434
6 C 1.54 -1.05 -0.34  -0.071
7 C 1.97 0.12 0.04  -0.001
8 H -0.87 2.01 -0.43  0.149
9 H 0.40 1.67 -1.64  0.139
10 H 1.02 1.88 0.66  0.099
11 H -0.85 0.93 1.80  0.155
12 H -1.18 -1.57 1.61  0.164
13 H -2.47 -0.87 -0.65  0.057
14 H -2.12 0.86 0.06  0.122
15 H -0.22 -2.21 -0.58  0.188
16 H 2.07 -1.95 -0.59  0.104
17 H 3.21 0.07 0.11  0.169
18 N -0.15 0.15 1.44  0.025
19 N -0.53 -0.09 -1.10  -0.065

---

Energy above the lowest of the compared OMol25 structures with the same formula, charge and spin per entry: 379.2 167.4 452.2 675.4 kJ/mol